# 1
Below is a 2-piece molecular cluster, C13H23N6O3S overall at a distorted geometry, with properties calculated with wB97M-V/def2-TZVPD.

```
46
Properties=species:S:1:pos:R:3:forces:R:3
C -0.8612 -2.0128 2.8535 -0.28 0.27 -0.47
C -1.1278 -1.8095 1.7004 0.53 -0.26 0.37
C -1.4466 -1.5373 0.3023 -0.11 -0.01 0.14
N -1.1697 -2.7343 -0.5695 -1.13 0.57 -0.15
C -0.6899 -2.5173 -1.8023 0.36 0.06 -0.01
N -1.0997 -3.2147 -2.8506 0.07 -0.57 -0.11
S -2.2071 -4.5317 -2.8943 -0.29 0.24 0.14
N 0.2927 -1.6112 -2.0303 -0.01 -0.07 0.65
C 0.5491 -0.6501 -0.9331 0.10 0.09 0.19
C 1.6180 -1.1861 0.0240 0.06 -0.44 -0.35
C 3.0369 -1.1514 -0.5755 0.27 0.12 0.48
C 3.3697 0.1000 -1.3847 -0.45 -0.12 -0.28
C 2.9743 -0.0786 -2.8433 0.05 0.31 0.29
O 2.9486 -1.1402 -3.3939 0.00 -0.46 -0.23
O 2.6589 1.0356 -3.5224 -0.27 0.04 -0.15
C -0.7926 -0.2877 -0.3043 0.37 -0.21 0.06
C -0.6858 0.8595 0.6945 -0.35 -0.10 -0.19
C -0.6296 2.2046 0.0381 0.11 0.06 0.00
N -0.4941 2.3414 -1.2136 0.02 0.02 0.00
H -0.6835 -2.1226 3.8962 0.06 -0.10 0.04
H -2.5285 -1.3916 0.2515 -0.02 0.02 0.01
H -1.9838 -3.3385 -0.5564 0.10 -0.13 -0.03
H -0.6975 -2.9704 -3.7458 0.21 -0.04 0.08
H -1.8622 -5.0816 -1.7222 0.31 -0.20 -0.08
H 1.1513 -2.0703 -2.3327 -0.04 0.34 -0.68
H 0.8814 0.2677 -1.4094 0.05 0.01 -0.09
H 1.5930 -0.6952 0.9950 -0.03 0.25 -0.12
H 1.3846 -2.2357 0.2257 -0.05 0.04 0.20
H 3.7535 -1.2277 0.2427 -0.06 -0.06 0.06
H 3.2125 -2.0360 -1.1872 0.02 0.09 -0.16
H 2.8433 0.9823 -1.0114 0.19 0.04 0.26
H 4.4379 0.3165 -1.3614 0.02 0.00 -0.04
H 2.3450 1.7277 -2.9273 0.28 0.13 0.01
H -1.4245 0.0483 -1.1303 -0.06 -0.01 -0.01
H 0.1865 0.7643 1.3435 -0.07 -0.07 0.11
H -1.5457 0.8378 1.3686 0.07 0.15 0.13
H -0.6949 3.0596 0.7156 -0.05 -0.02 0.07
H -0.4871 3.3275 -1.4668 0.00 -0.01 -0.05
C -1.9607 3.2000 3.5768 -0.07 0.04 0.17
O -1.8870 1.9842 3.4694 0.07 -0.01 -0.16
N -3.1082 3.8874 3.3071 0.08 0.00 -0.11
N -0.8988 3.9610 3.9767 0.01 0.00 -0.16
H -3.1905 4.8821 3.4010 -0.02 0.00 0.04
H -3.9106 3.3551 3.0277 -0.02 -0.01 0.04
H -0.0474 3.4828 4.2038 -0.02 -0.01 0.06
H -0.9435 4.9567 4.0840 -0.01 0.00 0.05
```
Forces are in eV/Å.

The value obtained for the electronic energy is -39765.850 eV. As for the total charge: +1. The calculation puts the HOMO-LUMO gap at 9.94 eV.

Here are the Löwdin charges for atoms 1 to 4, given in e:
1. C 0.18
2. C -0.08
3. C -0.23
4. N 0.16

---

# 2
Below is a 2-piece molecular cluster, C4H10Si overall at a distorted geometry, with properties calculated with wB97M-V/def2-TZVPD.

```
15
Properties=species:S:1:pos:R:3:forces:R:3
C -0.6380 1.6444 -0.6532 -0.02 -6.14 1.36
C 0.5813 1.5235 0.2829 1.80 1.57 0.01
C -1.4657 -2.2242 1.9614 0.93 -2.86 0.46
C 2.0194 0.1694 -2.6330 1.07 -1.63 0.26
Si 0.8700 1.0258 -1.5484 -0.31 3.53 1.45
H -1.3265 0.7563 -0.3545 0.25 2.26 -0.57
H -0.9122 2.5840 -0.8927 -1.72 2.65 -0.83
H 1.0453 2.4927 0.6747 -0.54 -1.07 -1.08
H 0.4345 0.9959 1.2112 -0.16 -0.95 -0.15
H -0.3870 -2.3753 1.7877 -0.21 -0.26 0.42
H -1.5774 -1.2393 1.6661 -0.99 1.94 -0.65
H -1.9598 -2.9917 1.2860 0.18 1.20 1.02
H 2.1495 0.3205 -3.6830 -0.26 0.32 -0.38
H 2.8578 -0.3274 -2.1609 -0.10 -0.56 -0.06
H -1.6911 -2.3547 3.0557 0.10 0.01 -1.26
```
Forces are in eV/Å.

The value obtained for the electronic energy is -12181.097 eV. The value obtained for the relative energy (zero: lowest compared OMol25 entry of this formula, charge and spin) is 1.0083 eV. As for the total charge: 0. The calculation puts the HOMO-LUMO gap (alpha / beta) at 6.22 / 7.01 eV. As for the multiplicity: 3.

Here are the Löwdin charges for atoms 1 to 4, given in e:
1. C -0.35
2. C -0.34
3. C -0.05
4. C -0.16

---

# 3
Below is a 14-piece molecular cluster, C40H80Cl27N6O2 overall at a distorted geometry, with properties calculated with wB97M-V/def2-TZVPD.

```
155
Properties=species:S:1:pos:R:3:forces:R:3
C 7.1081 -2.6696 0.6818 -0.07 -0.15 0.83
C 5.8871 -1.9780 1.5088 -0.02 0.11 -1.42
C 4.8462 -1.2842 0.4520 0.64 0.83 1.49
C 5.4799 0.1589 0.0454 -0.68 -0.71 -0.18
C 4.5767 0.9423 -1.0817 0.72 -0.19 0.18
C 4.0635 2.3755 -0.5546 0.59 0.39 0.53
C 2.5710 2.3845 0.0531 -0.33 -0.82 -0.80
C 1.4848 2.5907 -1.1272 0.56 0.09 -0.63
C 0.4073 3.7536 -0.8578 0.28 0.54 0.16
C -0.6809 3.4284 0.2932 0.56 0.58 -0.04
C -2.2127 3.8354 -0.1065 0.51 -0.11 1.37
C -3.2490 2.5625 -0.0079 1.23 1.52 -0.43
C -3.6327 2.1688 -1.5226 -0.88 -0.17 0.43
C -3.9532 0.5992 -1.7489 -1.94 -0.10 0.50
C -2.9059 -0.4007 -1.0609 -0.15 2.04 -1.66
C -1.4893 0.1789 -1.6679 -0.63 -3.11 1.39
N -1.5336 0.4206 -3.1729 3.13 3.98 0.41
C -0.7420 1.3992 -3.5134 0.45 1.83 -1.54
O -0.0750 2.3451 -3.9523 -3.77 -5.52 2.44
C -0.6714 -1.2459 -1.5491 0.44 3.24 -1.15
N -1.5132 -2.3611 -0.9252 0.41 0.17 -1.22
C -1.4516 -2.5681 0.5662 0.47 -0.59 2.55
C -0.8905 -1.3467 1.4399 -1.57 0.47 1.67
C -1.7362 -1.3375 2.8440 -0.47 -0.61 -0.60
Cl 0.8749 -1.4709 1.9376 -0.92 0.02 -0.68
C -0.9665 -3.5746 -1.6228 -1.28 -2.92 -1.15
C 0.5990 -3.8263 -1.7190 2.06 -1.85 -0.91
N 1.4779 -3.4381 -0.6097 -0.79 0.13 -0.65
N 0.7485 -5.3441 -1.8263 -0.25 0.62 0.21
N 1.2683 -3.3349 -2.9990 -1.31 1.95 1.67
C -2.8931 -1.9879 -1.4792 -1.01 4.14 -0.47
N -4.1272 -2.5892 -0.9579 -0.29 -2.14 -0.44
C -5.3005 -2.3939 -1.9189 -0.64 -0.41 -0.42
C -4.1258 -4.0620 -0.7835 0.79 -3.95 3.03
C -3.9760 -5.0952 -2.0437 0.19 1.01 -0.46
O -4.2012 -4.6300 0.3603 0.23 3.27 -4.69
H 7.4160 -3.6441 1.2190 -0.56 1.59 -0.92
H 6.8256 -2.9523 -0.3924 0.29 0.60 1.55
H 8.0330 -1.9870 0.6795 -1.50 -1.06 -0.21
H 6.2865 -1.1127 2.1729 -0.66 -1.66 -0.91
H 5.3753 -2.7722 2.1525 0.67 1.31 -0.97
H 4.6253 -1.9420 -0.4591 0.39 0.90 1.31
H 3.8787 -1.0777 1.0524 1.21 -0.33 -1.16
H 5.5553 0.7885 1.0165 -0.13 -1.00 -1.64
H 6.5551 -0.0338 -0.3380 -1.74 0.44 0.52
H 5.2971 1.0863 -1.9835 -1.43 -0.09 1.36
H 3.7107 0.2557 -1.4592 1.58 1.56 1.02
H 4.7888 2.6959 0.2966 -1.15 -0.44 -1.52
H 4.1810 3.1573 -1.4045 -0.40 -1.20 1.48
H 2.3775 3.1839 0.8495 0.61 -1.19 -1.03
H 2.3944 1.3194 0.4901 0.29 1.93 -0.31
H 2.0880 2.8627 -2.0842 -1.17 -0.42 1.52
H 1.0252 1.5512 -1.3467 0.34 1.65 0.26
H 1.0136 4.6813 -0.5017 -0.94 -1.55 -0.71
H -0.1323 4.1112 -1.8236 0.97 -0.91 1.51
H -0.5609 2.3244 0.5887 -0.42 1.41 -0.37
H -0.3537 4.0403 1.2266 -0.74 -1.18 -1.49
H -2.5175 4.6489 0.6616 0.39 -1.43 -1.41
H -2.2220 4.3226 -1.1429 -0.08 -0.75 1.45
H -4.1286 2.9160 0.6436 1.56 -0.90 -1.42
H -2.6806 1.7589 0.5786 -0.95 0.93 -0.94
H -2.8602 2.5847 -2.2604 -0.97 -0.86 1.14
H -4.6247 2.7253 -1.7624 1.81 -0.98 0.23
H -4.1379 0.4130 -2.8707 0.57 0.10 1.70
H -4.9821 0.4155 -1.2330 1.62 0.35 -0.88
H -3.0754 -0.2660 0.0740 0.77 -0.41 -1.76
H -1.0741 1.0634 -1.0741 -0.53 -1.48 -0.81
H -0.6107 -1.5236 -2.6739 0.59 0.28 2.29
H 0.2784 -0.9120 -1.0144 -1.00 -1.60 -0.68
H -0.8059 -3.5188 0.7345 -1.00 1.92 -0.21
H -2.4764 -2.8484 1.0412 1.48 0.66 -1.49
H -1.0461 -0.3021 1.0009 0.42 -1.67 0.23
H -1.3913 -0.5149 3.5597 -0.35 -1.27 -1.17
H -1.6479 -2.3813 3.3379 0.02 1.78 -0.69
H -2.8664 -1.1856 2.6100 1.93 -0.11 0.31
H -1.4022 -3.5680 -2.7024 0.87 0.08 1.79
H -1.4322 -4.5224 -1.1333 0.87 1.76 -0.64
H 1.7365 -2.4505 -0.5595 -0.29 -0.64 0.29
H 1.2904 -3.8800 0.2927 0.07 0.48 -0.53
H 1.5838 -5.5929 -1.2605 -0.76 0.27 -0.71
H 0.9805 -5.5656 -2.8127 -0.11 0.32 0.98
H 1.6662 -2.4105 -2.7108 -0.15 -1.08 -0.79
H 0.5476 -3.0794 -3.7006 0.50 -0.39 0.44
H -2.8328 -1.8861 -2.6389 0.13 -1.00 1.73
H -6.0333 -3.2912 -1.8130 1.33 1.55 0.00
H -5.9163 -1.4612 -1.6781 1.24 -1.27 -0.47
H -4.8984 -2.4425 -2.9922 -0.82 0.42 1.34
H -3.4855 -4.5580 -2.9526 -1.05 -0.85 1.42
H -3.2849 -5.9651 -1.7644 -1.20 1.32 -0.06
H -5.0059 -5.5035 -2.3610 1.66 0.68 0.56
C 5.0835 -1.1956 -4.3866 0.28 0.07 -0.39
Cl 3.6935 -1.2513 -3.2941 -0.06 -0.13 -0.45
Cl 6.4264 -2.1448 -3.7507 -0.27 0.04 -0.18
H 4.7904 -1.5989 -5.3554 -0.02 -0.02 0.25
H 5.4031 -0.1600 -4.4996 -0.08 -0.16 0.17
C -1.7717 -6.4482 -4.8610 -0.02 -0.33 0.22
Cl -3.3820 -6.7032 -5.5373 0.00 -0.04 0.09
Cl -1.0346 -4.9776 -5.5048 0.13 0.16 0.09
H -1.8536 -6.3563 -3.7782 0.01 0.04 -0.19
H -1.1418 -7.3010 -5.1119 -0.11 0.20 -0.07
C -5.7320 1.2194 2.2787 -0.09 -0.03 -0.09
Cl -4.3163 1.9665 3.0286 -0.10 -0.03 0.20
Cl -5.7241 -0.5346 2.5114 -0.05 -0.14 -0.10
H -6.6318 1.6330 2.7331 0.18 -0.10 -0.03
H -5.7282 1.4331 1.2059 0.24 -0.38 0.60
C -6.3671 4.9420 -0.2611 -0.14 0.44 -0.30
Cl -4.9497 5.7000 0.4719 -0.32 0.07 -0.31
Cl -6.3586 3.1907 -0.0040 -1.04 0.47 -0.50
H -7.2667 5.3613 0.1889 0.18 -0.18 0.06
H -6.3625 5.1428 -1.3322 0.07 -0.14 0.17
C -3.2095 6.9306 4.1220 0.06 0.00 0.31
Cl -2.0357 7.2534 2.8388 0.08 0.06 -0.03
Cl -4.3716 5.6942 3.6268 0.75 0.28 0.62
H -2.6791 6.5838 5.0084 -0.02 -0.01 -0.24
H -3.7474 7.8505 4.3503 0.03 -0.15 -0.18
C 10.4291 -2.1441 -1.1759 -0.09 -0.06 0.07
Cl 9.0183 -1.9319 -2.2173 0.11 0.10 0.02
Cl 11.9121 -2.3252 -2.1176 -0.16 0.05 -0.03
H 10.5256 -1.2718 -0.5322 -0.06 -0.11 -0.30
H 10.2863 -3.0365 -0.5688 0.02 0.14 -0.23
C 10.9710 -2.3046 2.5581 0.09 0.12 0.29
Cl 12.1800 -1.9837 1.3072 0.22 0.02 0.45
Cl 9.8242 -3.5477 2.0362 0.38 -0.08 0.38
H 11.4776 -2.6460 3.4602 -0.05 -0.03 -0.23
H 10.4245 -1.3853 2.7674 0.04 -0.17 -0.15
C 15.8146 -3.4843 -1.8774 -0.03 -0.01 -0.24
Cl 14.8864 -2.5929 -0.6657 0.20 0.00 -0.01
Cl 17.1823 -4.3282 -1.1417 0.01 -0.03 -0.11
H 15.1628 -4.2154 -2.3548 0.09 0.08 0.20
H 16.1901 -2.7831 -2.6218 -0.01 -0.07 0.23
C -8.0300 4.1191 4.2455 -0.06 0.16 0.29
Cl -6.8556 4.4417 2.9640 -0.66 -0.12 0.10
Cl -9.1913 2.8813 3.7501 -0.02 -0.03 0.06
H -7.4998 3.7728 5.1323 -0.03 -0.02 -0.23
H -8.5677 5.0391 4.4728 0.07 -0.16 -0.16
C -6.4651 9.8843 3.8156 -0.22 0.14 -0.12
Cl -5.0466 10.6450 4.5466 0.00 0.05 -0.03
Cl -6.4553 8.1350 4.0750 -0.18 0.04 -0.07
H -7.3642 10.3044 4.2656 0.20 -0.10 0.01
H -6.4616 10.0833 2.7443 0.13 -0.21 0.36
C -7.1620 -6.0984 1.8722 0.23 0.04 -0.03
Cl -7.9329 -7.5944 1.3318 0.10 -0.02 -0.05
Cl -8.3330 -5.0161 2.6355 0.09 0.09 0.00
H -6.3825 -6.3419 2.5933 -0.22 0.01 -0.08
H -6.7233 -5.5950 1.0115 -0.15 -0.09 0.14
C 5.0692 -3.7940 5.3125 0.12 -0.03 0.29
Cl 3.6617 -3.5750 4.2640 -0.16 0.01 0.07
Cl 6.5506 -3.9814 4.3659 0.07 -0.04 0.16
H 5.1693 -2.9214 5.9571 -0.02 -0.09 -0.23
H 4.9222 -4.6863 5.9199 0.00 0.10 -0.22
C -8.9085 10.8914 0.4126 -0.23 0.14 -0.17
Cl -7.4902 11.6526 1.1430 -0.11 0.28 -0.22
Cl -8.8992 9.1426 0.6735 -0.06 -0.03 0.00
H -9.8072 11.3119 0.8627 0.21 -0.12 0.03
H -8.9047 11.0901 -0.6586 0.12 -0.09 0.20
```
Forces are in eV/Å.

The value obtained for the electronic energy is -393903.870 eV. As for the total charge: +1. The calculation puts the HOMO-LUMO gap at 9.26 eV.

Here are the Löwdin charges for atoms 1 to 4, given in e:
1. C -0.18
2. C -0.25
3. C -0.22
4. C -0.19

---

# 4
Below is one molecule with the formula C3H5N3S2 at a distorted geometry, with properties calculated with wB97M-V/def2-TZVPD.

```
13
Properties=species:S:1:pos:R:3:forces:R:3
H -2.3358 -0.9654 1.5045 0.02 0.31 -2.11
N -2.2092 -0.6682 0.4728 2.07 0.19 2.59
C -0.9372 -0.3880 0.3773 -2.96 -1.29 -0.15
N -0.4910 0.0168 -0.8749 1.97 1.88 -1.69
S -1.6171 -0.0166 -2.2759 1.42 -1.68 1.73
C 0.8006 0.5779 -1.0811 -0.30 -0.67 3.35
N 1.5986 0.9544 -0.1144 -1.55 -0.21 -2.77
C 1.8365 0.8233 1.1472 0.25 -1.23 3.92
S 1.9553 -0.6830 2.0443 0.16 2.21 -1.40
H -0.1869 -0.6700 1.1269 -0.01 0.65 -0.32
H -1.5644 -1.3946 -2.0653 -0.66 1.07 -0.88
H 1.1652 0.6531 -2.0825 -0.22 0.13 -0.58
H 1.9855 1.7604 1.8210 -0.19 -1.37 -1.70
```
Forces are in eV/Å.

The value obtained for the electronic energy is -29330.078 eV. The value obtained for the relative energy (zero: lowest compared OMol25 entry of this formula, charge and spin) is 2.6284 eV. The structure (SMILES) is [H]/N=C/N(S)/C=N\C=S. As for the total charge: 0. The calculation puts the HOMO-LUMO gap at 7.87 eV.

Here are the Löwdin charges for atoms 1 to 4, given in e:
1. H 0.08
2. N 0.05
3. C -0.33
4. N -0.42